Here is C36H92N6O9Y as an isolated structure at a distorted geometry from the OMol25 dataset. Energies are from ωB97M-V with the def2-TZVPD basis set.

XYZ file:
```
144
Properties=species:S:1:pos:R:3:mulliken_charge:R:1
Y -9.290 15.120 -26.508 1.302
C -6.359 17.624 -28.785 -0.571
C -6.197 16.206 -28.244 0.541
C -4.895 15.999 -27.504 -1.023
O -7.292 15.761 -27.502 -0.694
H -5.726 17.772 -29.663 0.473
H -6.200 18.367 -28.003 0.027
H -7.357 17.730 -29.225 -0.150
H -6.182 15.547 -29.132 0.126
H -4.033 16.215 -28.139 0.396
H -4.800 14.968 -27.169 0.356
H -4.877 16.714 -26.677 -0.053
C -9.590 19.496 -24.770 0.931
C -10.228 18.518 -25.740 1.686
C -10.169 19.073 -27.179 -0.952
O -9.882 17.162 -25.555 -0.167
H -9.917 20.529 -24.881 -0.418
H -8.519 19.579 -24.980 -0.561
H -9.847 19.148 -23.770 -0.150
H -11.309 18.456 -25.527 -0.443
H -10.775 18.455 -27.836 0.037
H -9.137 19.141 -27.533 0.108
H -10.533 20.101 -27.137 -0.052
C -10.156 21.945 -21.543 -0.276
O -10.038 21.198 -20.318 -0.489
H -10.722 22.844 -21.295 0.459
H -9.150 22.242 -21.840 0.270
H -10.659 21.377 -22.327 -0.247
H -10.560 21.671 -19.669 0.315
C -12.377 15.042 -29.814 -1.474
C -10.876 15.047 -29.408 0.217
C -10.039 15.911 -30.347 -0.824
O -10.300 17.257 -30.092 -0.292
C -10.011 18.128 -31.154 -1.116
N -10.916 15.743 -28.071 0.432
H -12.822 16.046 -29.816 0.356
H -12.972 14.434 -29.138 0.313
H -12.598 14.840 -30.868 0.427
H -10.598 13.997 -29.305 0.509
H -10.359 15.656 -31.363 0.528
H -8.988 15.609 -30.289 0.267
H -9.994 19.147 -30.774 0.329
H -10.538 17.967 -32.097 0.333
H -8.950 18.017 -31.442 0.395
H -11.857 15.750 -27.659 0.254
H -10.843 16.719 -28.384 -0.014
C -5.585 18.303 -21.859 -1.585
C -6.321 18.440 -23.160 1.220
C -5.425 18.714 -24.364 -0.414
O -4.444 19.712 -24.123 -0.405
C -3.451 19.687 -25.095 -0.769
N -7.079 17.210 -23.483 -0.680
H -6.230 18.198 -20.988 0.409
H -4.999 19.210 -21.663 0.382
H -4.750 17.597 -21.894 0.361
H -6.996 19.303 -23.104 -0.115
H -5.996 18.971 -25.262 0.111
H -4.870 17.784 -24.543 0.233
H -3.778 19.928 -26.122 0.263
H -3.052 18.679 -25.289 0.300
H -2.650 20.380 -24.853 0.325
H -7.612 16.994 -22.634 0.135
H -7.921 17.443 -24.024 0.140
C -12.892 12.759 -24.732 -1.770
C -12.539 13.959 -25.654 0.576
C -13.653 14.984 -25.553 -0.567
O -13.352 15.960 -26.565 -0.434
C -14.140 17.127 -26.486 -0.860
N -11.280 14.544 -25.061 -0.378
H -12.919 13.062 -23.681 0.509
H -12.210 11.932 -24.912 0.384
H -13.933 12.445 -24.845 0.415
H -12.420 13.505 -26.637 -0.016
H -13.604 15.519 -24.602 -0.053
H -14.647 14.591 -25.766 0.596
H -14.044 17.608 -25.506 0.189
H -15.195 16.922 -26.685 0.462
H -13.841 17.914 -27.179 0.148
H -11.201 14.064 -24.169 0.339
H -11.342 15.512 -24.732 0.163
C -13.177 19.600 -21.118 -1.545
C -13.011 18.412 -22.040 0.563
C -11.661 17.785 -21.942 1.451
O -11.263 17.331 -20.672 -0.491
C -9.909 17.426 -20.390 -0.555
N -14.167 17.517 -21.787 -0.678
H -14.227 19.890 -21.071 0.484
H -12.567 20.452 -21.414 0.146
H -12.934 19.348 -20.082 0.336
H -13.113 18.790 -23.064 0.094
H -10.957 18.614 -22.134 -0.684
H -11.478 17.020 -22.711 -0.407
H -9.717 16.988 -19.410 0.359
H -9.540 18.461 -20.401 0.193
H -9.273 16.857 -21.090 0.150
H -14.084 16.646 -22.300 0.169
H -14.169 17.297 -20.796 0.336
C -14.132 21.271 -27.092 -0.840
C -15.163 21.442 -28.210 0.167
C -15.928 20.158 -28.635 -0.523
O -16.920 19.819 -27.697 -0.311
C -17.801 18.822 -28.218 -0.708
N -16.043 22.557 -27.785 -0.756
H -14.553 20.952 -26.138 0.390
H -13.580 22.207 -27.033 0.406
H -13.375 20.508 -27.315 -0.157
H -14.708 21.867 -29.108 0.370
H -15.059 19.487 -28.668 0.073
H -16.398 20.367 -29.598 0.521
H -17.282 17.865 -28.332 0.230
H -18.148 19.114 -29.213 0.337
H -18.594 18.762 -27.478 0.259
H -16.902 22.462 -28.335 0.272
H -16.455 22.332 -26.877 0.311
C -7.821 22.140 -26.660 -2.128
C -7.912 23.672 -26.467 2.136
C -8.479 24.391 -27.715 -1.182
C -9.989 24.658 -27.718 -0.568
C -10.407 25.287 -26.375 -1.304
C -10.126 24.332 -25.194 1.508
N -8.680 24.023 -25.278 0.223
O -8.109 23.504 -24.074 -0.518
C -10.370 25.091 -23.884 -1.829
C -10.985 23.074 -25.276 -0.448
C -6.479 24.203 -26.320 -2.194
H -7.043 21.681 -26.052 0.264
H -7.598 21.895 -27.705 0.575
H -8.778 21.620 -26.567 0.455
H -7.982 25.345 -27.871 0.480
H -8.339 23.773 -28.607 0.277
H -10.658 23.828 -27.942 0.275
H -10.130 25.424 -28.485 0.454
H -11.451 25.574 -26.539 0.471
H -9.883 26.221 -26.167 0.388
H -10.107 24.410 -23.082 0.175
H -9.801 26.016 -23.904 0.478
H -11.427 25.334 -24.019 0.436
H -12.049 23.325 -25.334 0.589
H -10.820 22.510 -26.197 -0.052
H -10.845 22.406 -24.424 -0.603
H -6.488 25.203 -25.873 0.482
H -5.939 24.283 -27.260 0.400
H -5.958 23.659 -25.528 0.375
H -8.572 22.651 -24.105 0.387
```

The charge is +1. As for the frontier orbital gap: 0.20554 hartree. Its highest occupied orbital energy is -0.3488 Ha. The energy comes out at -2470.49299 Ha.

***

Here is a 11-piece molecular cluster, C36H95NO12 overall at a distorted geometry from the OMol25 dataset. Energies are from ωB97M-V with the def2-TZVPD basis set.

XYZ file:
```
144
Properties=species:S:1:pos:R:3:mulliken_charge:R:1
C 5.376 -25.940 4.640 -0.379
O 4.380 -26.048 5.625 -0.271
C 4.420 -27.180 6.453 -0.671
C 3.009 -27.470 6.971 0.094
N 3.008 -28.138 8.249 0.167
C 2.093 -27.587 9.211 -0.071
C 2.047 -28.337 10.538 -1.400
O 0.894 -27.846 11.220 -0.069
C 0.778 -28.388 12.529 -0.859
H 5.253 -26.732 3.888 0.358
H 6.389 -26.045 5.043 0.394
H 5.273 -24.990 4.122 -0.420
H 5.087 -27.016 7.309 0.195
H 4.766 -28.064 5.903 0.287
H 2.523 -28.058 6.175 0.032
H 2.343 -26.598 6.997 -0.185
H 3.922 -28.247 8.669 -0.117
H 1.062 -27.500 8.851 0.161
H 2.334 -26.529 9.429 0.167
H 2.953 -28.165 11.120 0.693
H 1.821 -29.392 10.336 0.423
H 1.726 -28.629 13.017 0.377
H 0.272 -29.349 12.377 0.360
H 0.185 -27.759 13.187 0.152
C 6.042 -30.248 8.850 -1.271
C 6.684 -29.048 9.500 0.648
C 7.960 -28.596 8.792 -1.312
O 5.770 -27.958 9.640 -0.439
H 5.205 -30.630 9.447 0.317
H 6.697 -31.108 8.744 0.419
H 5.579 -29.961 7.900 0.187
H 6.959 -29.358 10.516 0.357
H 8.602 -28.039 9.480 0.365
H 7.822 -28.004 7.889 0.235
H 8.558 -29.477 8.542 0.375
H 6.015 -27.438 10.409 0.250
C 4.592 -19.965 3.281 -1.481
C 3.835 -21.258 3.526 0.813
C 4.004 -22.270 2.409 -1.080
O 4.362 -21.818 4.732 -0.337
H 5.667 -20.153 3.339 0.222
H 4.331 -19.253 4.063 0.377
H 4.416 -19.553 2.287 0.415
H 2.768 -21.015 3.598 0.283
H 3.631 -23.252 2.704 -0.095
H 5.034 -22.342 2.059 0.331
H 3.371 -22.025 1.547 0.391
H 3.657 -22.302 5.199 -0.094
C -0.162 -24.540 10.474 -0.925
C 0.163 -24.345 11.932 0.762
C -0.980 -24.502 12.921 -1.509
O 1.227 -25.250 12.304 -0.645
H -0.635 -25.509 10.299 0.182
H 0.704 -24.470 9.813 -0.024
H -0.820 -23.739 10.117 0.520
H 0.624 -23.373 12.143 0.314
H -1.650 -25.316 12.609 0.252
H -1.647 -23.640 13.008 0.457
H -0.598 -24.738 13.912 0.314
H 1.157 -26.060 11.772 0.222
C 3.468 -27.671 1.627 -0.749
C 4.335 -26.670 0.880 0.540
C 4.460 -27.006 -0.589 -1.601
O 3.740 -25.375 1.055 -0.367
H 3.915 -28.671 1.599 0.419
H 2.478 -27.689 1.176 0.341
H 3.460 -27.431 2.689 -0.182
H 5.339 -26.576 1.298 0.219
H 3.497 -27.044 -1.104 0.417
H 4.905 -27.999 -0.706 0.380
H 5.126 -26.318 -1.111 0.375
H 3.010 -25.268 0.437 0.277
C -0.047 -32.296 13.739 -0.969
C 0.583 -33.573 13.222 0.546
C 1.672 -33.326 12.194 -1.331
O 1.186 -34.291 14.291 -0.567
H -0.870 -32.414 14.444 0.365
H -0.389 -31.713 12.879 0.186
H 0.678 -31.689 14.289 0.286
H -0.160 -34.174 12.682 0.193
H 2.540 -32.811 12.613 0.336
H 1.276 -32.799 11.326 0.302
H 2.082 -34.277 11.845 0.345
H 0.601 -34.913 14.729 0.324
C 0.948 -26.142 3.921 -0.446
C 0.069 -24.912 4.111 1.383
C 0.347 -23.812 3.107 -1.365
O -1.299 -25.365 3.892 -0.667
H 0.756 -26.956 4.623 -0.128
H 1.999 -25.869 4.028 -0.363
H 0.737 -26.538 2.924 0.589
H -0.010 -24.538 5.130 -0.364
H -0.351 -22.983 3.255 0.350
H 0.108 -24.165 2.102 0.354
H 1.351 -23.404 3.209 0.139
H -1.326 -26.144 3.332 0.363
C -2.022 -29.096 15.514 -0.934
C -1.445 -28.491 16.795 0.391
C -0.867 -27.111 16.510 -1.284
O -2.511 -28.371 17.732 -0.558
H -2.791 -28.412 15.127 0.338
H -2.590 -29.993 15.758 0.310
H -1.374 -29.187 14.641 0.116
H -0.691 -29.145 17.229 0.288
H -0.628 -26.617 17.462 0.393
H -1.607 -26.464 16.036 0.290
H 0.109 -27.127 16.023 0.346
H -3.037 -27.604 17.483 0.358
C 7.670 -22.827 3.577 -0.795
C 7.973 -22.449 5.041 0.994
C 9.355 -21.879 5.203 -1.541
O 6.999 -21.575 5.570 -0.568
H 7.469 -21.942 2.970 0.260
H 6.822 -23.507 3.511 -0.165
H 8.563 -23.322 3.186 0.491
H 7.887 -23.415 5.568 -0.013
H 10.061 -22.649 4.884 0.374
H 9.526 -21.590 6.239 0.382
H 9.548 -21.027 4.548 0.363
H 6.095 -21.836 5.315 0.378
C 3.544 -23.283 7.858 -1.735
C 2.301 -23.624 7.040 1.171
C 1.290 -22.489 7.078 -1.550
O 2.641 -23.819 5.668 1.034
H 4.044 -22.393 7.468 0.382
H 4.271 -24.098 7.835 0.244
H 3.289 -23.078 8.900 0.425
H 1.834 -24.505 7.499 -0.112
H 1.669 -21.622 6.531 0.308
H 1.024 -22.205 8.096 0.355
H 0.361 -22.777 6.580 0.346
H 3.109 -24.669 5.610 -0.185
C -0.615 -29.103 6.969 -0.529
C -1.508 -28.707 8.149 0.870
C -2.945 -29.161 7.879 -1.634
O -1.104 -29.555 9.232 -0.610
H -0.510 -30.150 6.693 0.322
H 0.413 -28.796 7.207 -0.134
H -0.891 -28.528 6.078 0.266
H -1.446 -27.637 8.361 0.043
H -3.008 -30.243 7.887 0.376
H -3.349 -28.668 6.993 0.380
H -3.584 -28.782 8.685 0.403
H -0.191 -29.323 9.438 0.207
```

As for the frontier orbital gap: 0.33572 hartree. Its highest occupied orbital energy is -0.3249 Ha. The energy comes out at -2386.16001 Ha. Its SMILES is COCCNCCOC.CC(C)O.CC(C)O.CC(C)O.CC(C)O.CC(C)O.CC(C)O.CC(C)O.CC(C)O.CC(C)O.CC(C)O.

***

Here is C36H96As2F12N6O12 as an isolated structure at a distorted geometry from the OMol25 dataset. Energies are from ωB97M-V with the def2-TZVPD basis set.

XYZ file:
```
164
Properties=species:S:1:pos:R:3:mulliken_charge:R:1
C -5.032 0.795 -1.412 -0.590
O -4.110 1.831 -1.083 -0.472
C -2.979 1.411 -0.298 0.699
C -3.381 0.774 1.040 -1.204
N -4.249 1.780 1.846 0.242
H -3.556 2.477 2.078 0.258
H -4.948 2.186 1.241 0.409
C -4.973 1.232 3.084 -0.860
C -4.047 0.627 4.125 -0.553
O -3.415 -0.431 3.575 -0.212
C -2.617 -1.100 4.602 -0.730
H -4.581 -0.048 -1.934 0.116
H -5.754 1.234 -2.100 0.268
H -5.686 0.461 -0.606 0.324
H -2.553 2.364 0.013 0.354
H -2.345 0.708 -0.839 -0.789
H -2.448 0.802 1.602 0.702
H -3.769 -0.244 1.001 0.294
H -5.718 0.612 2.585 0.441
H -5.538 2.043 3.544 0.432
H -4.613 0.288 4.993 0.490
H -3.448 1.427 4.561 0.393
H -2.005 -1.877 4.143 -0.021
H -3.318 -1.532 5.316 0.433
H -1.983 -0.431 5.183 0.391
C 2.391 6.878 2.562 -0.490
O 2.726 6.526 1.214 -0.426
C 1.938 5.670 0.408 -0.655
C 1.758 4.248 1.013 0.091
N 3.224 3.803 1.350 -0.036
H 3.731 3.547 0.515 0.452
H 3.632 4.562 1.877 0.455
C 3.374 2.574 2.261 -0.792
C 4.821 2.194 2.413 -0.661
O 5.325 1.947 1.065 -0.243
C 6.683 1.477 1.087 -0.948
H 2.450 6.083 3.305 0.159
H 1.374 7.261 2.476 0.316
H 3.057 7.662 2.923 0.271
H 2.437 5.627 -0.560 0.374
H 0.992 6.151 0.156 0.416
H 1.272 3.575 0.306 -0.092
H 1.282 4.357 1.988 0.103
H 2.999 1.831 1.557 0.140
H 2.754 2.991 3.055 0.562
H 5.107 1.315 2.991 0.490
H 5.424 2.989 2.852 0.533
H 6.708 0.643 1.788 0.394
H 7.338 2.241 1.505 0.341
H 7.080 1.156 0.124 0.297
C -2.945 -3.206 1.332 -0.308
O -2.363 -3.195 0.032 -0.152
C -1.643 -4.396 -0.319 -0.737
C -0.731 -4.079 -1.584 -0.252
N -1.538 -3.526 -2.800 -0.078
H -0.952 -3.792 -3.579 0.448
H -2.343 -4.111 -2.976 0.497
C -1.980 -2.064 -2.877 0.372
C -2.843 -1.818 -4.160 -0.396
O -2.179 -2.313 -5.266 -0.260
C -3.029 -2.553 -6.406 -0.853
H -2.389 -3.702 2.127 0.344
H -3.879 -3.769 1.331 0.371
H -3.192 -2.221 1.728 -0.302
H -2.296 -5.260 -0.441 0.414
H -1.014 -4.567 0.554 0.276
H -0.173 -4.968 -1.880 0.460
H -0.162 -3.200 -1.281 0.055
H -1.124 -1.400 -3.002 -0.395
H -2.551 -1.741 -2.006 0.046
H -3.051 -0.748 -4.186 -0.381
H -3.776 -2.363 -4.022 0.712
H -2.382 -2.748 -7.261 0.252
H -3.818 -1.854 -6.682 0.317
H -3.670 -3.372 -6.080 0.378
C 1.663 -4.213 -4.410 -0.919
O 1.278 -3.014 -3.750 0.053
C 1.757 -1.752 -4.323 -0.007
C 3.266 -1.479 -4.006 -0.796
N 3.482 -1.399 -2.507 0.655
H 2.681 -0.913 -2.130 -0.582
H 3.510 -2.319 -2.092 0.485
C 4.766 -0.647 -2.061 -0.981
C 5.118 -1.121 -0.682 0.335
O 5.336 -2.562 -0.780 -0.444
C 6.073 -3.181 0.337 -0.639
H 1.242 -4.274 -5.413 0.366
H 1.474 -5.154 -3.892 0.280
H 2.753 -4.214 -4.414 0.300
H 1.185 -1.043 -3.725 -0.558
H 1.564 -1.595 -5.384 0.484
H 3.538 -0.508 -4.419 0.482
H 3.948 -2.223 -4.417 0.430
H 4.620 0.431 -2.118 0.405
H 5.550 -0.830 -2.796 0.489
H 4.416 -0.898 0.122 -0.257
H 6.114 -0.795 -0.383 0.560
H 5.883 -4.254 0.345 0.321
H 5.529 -2.898 1.238 0.070
H 7.102 -2.847 0.469 0.339
C -0.458 1.995 -2.859 -0.523
O -1.768 2.155 -3.320 0.120
C -1.720 2.298 -4.771 -0.745
C -3.181 2.374 -5.131 -0.780
N -3.756 3.703 -4.649 -0.126
H -3.270 4.007 -3.817 0.390
H -3.475 4.460 -5.256 0.420
C -5.268 3.812 -4.535 -0.309
C -5.680 5.294 -4.213 -0.655
O -4.836 6.180 -4.918 -0.421
C -5.332 6.719 -6.139 -0.713
H 0.000 1.120 -3.320 0.166
H -0.398 1.882 -1.776 -0.261
H 0.151 2.803 -3.265 0.616
H -1.233 1.453 -5.257 0.393
H -1.274 3.236 -5.103 0.480
H -3.736 1.537 -4.706 0.320
H -3.286 2.370 -6.216 0.458
H -5.627 3.204 -3.704 0.049
H -5.665 3.621 -5.532 0.406
H -5.734 5.493 -3.143 0.386
H -6.704 5.494 -4.528 0.486
H -6.252 7.237 -5.868 0.341
H -5.686 5.947 -6.823 0.331
H -4.623 7.402 -6.605 0.260
C 3.547 -7.336 7.026 -0.791
O 3.494 -6.482 5.914 -0.337
C 2.333 -6.702 5.072 -0.645
C 2.458 -5.663 3.944 -0.547
N 2.658 -4.312 4.618 -0.179
H 1.937 -4.125 5.300 0.422
H 3.430 -4.435 5.257 0.481
C 2.737 -3.104 3.550 -0.559
C 2.997 -1.743 4.242 -0.027
O 2.039 -1.544 5.323 -0.514
C 0.724 -1.257 4.851 -0.633
H 2.640 -7.386 7.628 0.334
H 4.429 -7.159 7.642 0.278
H 3.727 -8.349 6.666 0.315
H 1.352 -6.562 5.526 0.412
H 2.413 -7.697 4.634 0.460
H 1.551 -5.629 3.340 0.280
H 3.324 -5.742 3.288 0.421
H 1.750 -3.110 3.087 0.157
H 3.593 -3.392 2.939 0.300
H 2.986 -0.894 3.559 -0.080
H 3.936 -1.762 4.795 0.451
H 0.849 -0.398 4.191 0.343
H 0.178 -0.992 5.756 0.263
H 0.222 -2.139 4.453 0.306
As -1.284 4.429 3.636 1.890
F -2.064 5.948 4.243 -0.461
F -2.916 3.905 3.133 -0.641
F -0.694 2.834 3.144 -0.394
F 0.395 5.031 4.258 -0.527
F -1.648 3.718 5.246 -0.483
F -0.965 5.060 1.993 -0.459
As 0.861 -0.386 0.242 2.632
F -0.597 -0.693 -0.752 -0.310
F 1.531 -1.842 -0.413 -0.551
F 2.371 -0.277 1.171 -0.761
F 0.131 1.083 0.871 -0.370
F 0.097 -1.244 1.590 -0.386
F 1.650 0.530 -1.106 -0.749
```

The charge is +4. As for the frontier orbital gap: 0.33548 hartree. Its highest occupied orbital energy is -0.6187 Ha. The energy comes out at -8329.27509 Ha.